Entry 1:
Computed, not measured: a molecular structure, C10H16As2Li, with ωB97M-V/def2-TZVPD.

Structure (ORCA input):
```
! RIJCOSX wB97M-V def2-TZVPD def2/J DEFGRID3
* xyz 1 1
Li 0.2769 -0.8080 0.0000
C -1.7246 -0.1890 3.5420
As -1.2031 0.3099 1.7337
C -1.1776 2.2444 2.0211
C -2.8447 0.0301 0.7041
C -4.0248 -0.2734 1.3765
C -5.1942 -0.5671 0.6920
C -5.1942 -0.5671 -0.6922
C -4.0248 -0.2734 -1.3765
C -2.8448 0.0301 -0.7042
As -1.2031 0.3099 -1.7336
C -1.7244 -0.1890 -3.5420
C -1.1776 2.2444 -2.0211
H -2.5465 0.4285 3.8991
H -0.8625 -0.0203 4.1857
H -2.0001 -1.2395 3.6031
H -2.1734 2.5938 2.2865
H -0.8291 2.7801 1.1463
H -0.4943 2.4537 2.8433
H -4.0442 -0.2913 2.4586
H -6.0972 -0.8020 1.2391
H -6.0974 -0.8021 -1.2389
H -4.0444 -0.2913 -2.4586
H -2.5464 0.4284 -3.8991
H -2.0000 -1.2395 -3.6031
H -0.8624 -0.0203 -4.1857
H -2.1734 2.5937 -2.2866
H -0.4943 2.4537 -2.8434
H -0.8292 2.7802 -1.1463
*
```

Summary:
Calculated total energy: -132506.1794 eV
Orbital gap: 8.9 eV
E_HOMO: -12.4246 eV

The molecule's Löwdin atomic charges, reported in e, are given here: 0.5451, -0.3146, 1.0523, -0.2890, -0.4443, -0.1063, -0.0581, -0.0581, -0.1064, -0.4444, 1.0523, -0.3146, -0.2890, 0.0367, 0.0322, 0.0359, 0.0439, 0.0013, 0.0336, 0.0885, 0.1155, 0.1155, 0.0886, 0.0367, 0.0359, 0.0322, 0.0439, 0.0336, 0.0013

***

Entry 2:
Computed, not measured: 2 unconnected molecules or ions with the total composition C3H3F3O, with ωB97M-V/def2-TZVPD.

Structure (ORCA input):
```
! RIJCOSX wB97M-V def2-TZVPD def2/J DEFGRID3
* xyz 0 1
C 2.0608 1.5560 0.1616
C -0.3154 0.2416 -1.9110
C 0.0450 -1.2697 -1.9015
O 2.3027 1.0924 -0.8325
F 1.3832 -1.5634 -2.1902
F -0.2312 -1.8078 -0.6567
F -0.7712 -1.9424 -2.7196
H -0.3234 0.3179 -2.8351
H 0.4752 0.9313 -1.8654
H -1.1834 0.7822 -1.4473
*
```

Summary:
Calculated total energy: -13358.1325 eV
Orbital gap: 14.0 eV
E_HOMO: -13.1291 eV

The molecule's Löwdin atomic charges, reported in e, are given here: 0.0245, 0.0456, -0.5387, 0.0133, 0.0881, 0.0727, 0.1327, -0.0091, 0.0336, 0.1373

***

Entry 3:
Computed, not measured: C4H5BrN2 in the gas phase, with ωB97M-V/def2-TZVPD.

Structure (ORCA input):
```
! RIJCOSX wB97M-V def2-TZVPD def2/J DEFGRID3
* xyz 0 1
C -0.1976 0.4774 -1.5246
C -0.8654 1.6206 -0.9814
C 0.8542 -0.3067 0.4861
C 0.3757 -1.1938 1.4344
N 0.5345 -0.3431 -0.8611
N -0.9860 1.7918 0.2934
Br -1.8563 3.1807 0.9922
H -0.1994 0.3845 -2.5668
H -1.5926 2.2001 -1.6562
H 1.7292 0.5031 0.7492
H -0.4689 -1.8737 1.3085
H 0.7629 -1.0804 2.5105
*
```

Summary:
Calculated total energy: -77248.0800 eV
SMILES string: C=C/N=C\C=N\Br
Orbital gap: 7.7 eV
E_HOMO: -8.4689 eV

The molecule's Löwdin atomic charges, reported in e, are given here: -0.1473, -0.2691, -0.2792, -0.0287, 0.0545, -0.5021, 0.6964, 0.0879, 0.1178, 0.1645, 0.0411, 0.0643

***

Entry 4:
Computed, not measured: 2 unconnected molecules or ions with the total composition C5H13NO, with ωB97M-V/def2-TZVPD.

Structure (ORCA input):
```
! RIJCOSX wB97M-V def2-TZVPD def2/J DEFGRID3
* xyz 0 1
C 1.6386 -1.9881 0.2721
C 0.7390 -1.0759 1.1980
C 0.6409 0.2414 0.3838
C -0.5941 0.6825 -0.0084
N -0.7369 1.7470 -0.9685
C 1.9491 0.8911 0.0739
H 1.7006 -3.0079 0.5994
H 1.2013 -1.8969 -0.7881
H 2.6481 -1.6186 0.3730
H -0.2528 -1.5807 1.4210
H 1.1662 -0.8826 2.2369
H -1.6986 0.3908 0.3479
H -0.1009 1.7814 -1.8502
H -1.6378 2.0803 -1.2421
H 2.8014 0.7853 0.8499
H 1.6795 1.9577 -0.0401
H 2.3285 0.4573 -0.9391
H -3.8812 0.8416 -0.4631
H -4.9341 -0.2606 -0.4553
O -4.6568 0.4548 -1.0008
*
```

Summary:
Calculated total energy: -8931.6724 eV
SMILES string: CC/C(C)=C/N.O
Orbital gap: 8.5 eV
E_HOMO: -7.8016 eV

The molecule's Löwdin atomic charges, reported in e, are given here: -0.1162, -0.2248, -0.3730, -0.1629, -0.0123, -0.1014, 0.0474, 0.1071, 0.0473, 0.1061, 0.1130, 0.1353, 0.1249, 0.0402, 0.1084, 0.0682, 0.1066, 0.0562, 0.0069, -0.0772

***

Entry 5:
Computed, not measured: C4H7NO2 in the gas phase, with ωB97M-V/def2-TZVPD.

Structure (ORCA input):
```
! RIJCOSX wB97M-V def2-TZVPD def2/J DEFGRID3
* xyz 0 1
C -0.5592 -0.2459 1.4151
C 0.3890 -0.3032 0.2137
C 0.4195 -1.6951 -0.4140
O -0.2008 -2.6378 0.0061
C -0.0884 0.5903 -0.9310
O -0.7245 0.0895 -1.8462
N 0.1603 1.9257 -0.9033
H -1.5992 -0.2271 1.0781
H -0.4330 -1.1412 2.0302
H -0.3738 0.6367 2.0346
H 1.4160 -0.0604 0.5278
H 1.0720 -1.7816 -1.3050
H 0.7284 2.3995 -0.2220
H -0.2062 2.4505 -1.6842
*
```

Summary:
Calculated total energy: -9846.7372 eV
SMILES string: C[C@@H](C=O)C(N)=O
Orbital gap: 10.5 eV
E_HOMO: -9.8649 eV

The molecule's Löwdin atomic charges, reported in e, are given here: -0.0492, -0.2531, -0.2357, 0.0734, -0.5228, 0.0598, 0.1730, 0.0953, 0.0821, 0.0783, 0.1473, 0.1334, 0.1050, 0.1133

***

Entry 6:
Computed, not measured: C6H8O2 in the gas phase, with ωB97M-V/def2-TZVPD.

Structure (ORCA input):
```
! RIJCOSX wB97M-V def2-TZVPD def2/J DEFGRID3
* xyz 0 1
C -0.1956 1.6071 0.0340
C 1.1327 0.7180 -0.1117
C 1.1392 -0.8506 -0.2377
C -0.1640 -1.5558 -0.1685
C -0.9723 -0.6437 0.6382
C -1.0836 0.5497 -0.0633
H -0.4552 2.4217 -0.8356
H 0.0206 2.3918 1.0014
H 2.1834 1.0915 -0.3301
H 2.1416 -1.1084 -0.7555
H -0.1871 -2.5603 0.3726
H -0.5531 -2.0131 -1.2394
H -0.6865 -0.3579 1.5336
H -1.3626 0.6246 -1.1428
O 1.3749 -0.1459 0.9962
O -2.3324 -0.1688 0.3085
*
```

Summary:
Calculated total energy: -10439.4997 eV
SMILES string: C1[C@@H]2O[C@H]2C[C@H]2O[C@@H]12
Orbital gap: 10.5 eV
E_HOMO: -9.4751 eV

The molecule's Löwdin atomic charges, reported in e, are given here: -0.1012, -0.1762, -0.1921, -0.1095, -0.2667, -0.3822, 0.1598, 0.1801, 0.1548, 0.1671, 0.1311, 0.1904, 0.1183, 0.1719, -0.0736, 0.0279

***

Entry 7:
Computed, not measured: a molecular structure, C23H36O2PRuSTe, with ωB97M-V/def2-TZVPD.

Structure (ORCA input):
```
! RIJCOSX wB97M-V def2-TZVPD def2/J DEFGRID3
* xyz 3 5
Ru -0.3451 -1.2404 1.6209
C -0.0700 -2.8469 4.8696
C -0.7382 -2.7205 3.5376
C -0.2373 -3.3863 2.3998
C -0.9434 -3.4034 1.1661
C -2.1553 -2.7130 1.0347
C -2.5420 -1.8649 2.0793
C -1.8351 -1.8729 3.3096
H 0.0406 -3.8998 5.1297
H -0.6509 -2.3659 5.6536
H 0.9305 -2.4120 4.8491
H 0.6917 -3.9387 2.4717
H -0.5534 -3.9790 0.3373
H -2.7171 -2.7604 0.1120
H -3.4191 -1.2401 1.9757
H -2.2034 -1.2474 4.1131
O 1.5707 -1.4483 1.0333
S 2.2741 -1.1099 -0.3224
C 3.5347 0.1122 0.1101
C 4.7577 -0.6713 0.5701
C 4.8706 -1.8388 -0.4034
C 3.4795 -2.4658 -0.4902
H 3.0823 0.7836 0.8377
H 3.7276 0.6713 -0.8090
H 4.6153 -1.0293 1.5916
H 5.6427 -0.0371 0.5584
H 5.5900 -2.5889 -0.0785
H 5.1894 -1.4871 -1.3859
H 3.2607 -3.0989 0.3717
H 3.2749 -3.0155 -1.4061
C -0.0016 3.3889 2.4569
P 0.1135 1.7150 3.0656
C 1.7916 1.4185 3.6263
C -0.9686 1.5359 4.4834
O -0.2831 0.7570 1.9209
H 0.2919 4.0934 3.2367
H -1.0243 3.6107 2.1523
H 0.6623 3.5160 1.6016
H 1.9251 1.8327 4.6267
H 2.5100 1.8968 2.9611
H 1.9963 0.3466 3.6629
H -0.7863 2.3499 5.1869
H -0.7705 0.5953 4.9990
H -2.0125 1.5758 4.1718
C -2.6579 2.4308 -7.0861
C -2.2991 1.9289 -5.7346
C -1.0457 1.3343 -5.4903
C -0.7017 0.8641 -4.2500
C 0.6344 0.2324 -4.0067
C -1.6560 0.9859 -3.1939
Te -1.1709 0.2668 -1.3473
C -2.9300 1.5936 -3.4131
C -3.9502 1.7496 -2.3304
C -3.2178 2.0449 -4.6778
H -1.8560 2.2914 -7.8057
H -2.9101 3.4930 -7.0337
H -3.5523 1.9148 -7.4455
H -0.3429 1.2499 -6.3094
H 1.2314 0.2262 -4.9162
H 0.5296 -0.8062 -3.6791
H 1.1996 0.7834 -3.2491
H -3.6287 1.3586 -1.3600
H -4.8720 1.2322 -2.5985
H -4.1914 2.8035 -2.1863
H -4.1788 2.5049 -4.8752
*
```

Summary:
Calculated total energy: -58503.8132 eV
Orbital gap (alpha / beta): 8.2 / 6.1 eV
E_HOMO (alpha / beta): -16.6549 / -17.1081 eV

The molecule's Löwdin atomic charges, reported in e, are given here: 1.1433, 0.0002, -0.2749, -0.0851, -0.1165, -0.1089, -0.1109, -0.0778, 0.1116, 0.0975, 0.0987, 0.1459, 0.1363, 0.1270, 0.1348, 0.1288, -0.6844, 0.9900, -0.2920, -0.2029, -0.1986, -0.2704, 0.0819, 0.1103, 0.1254, 0.1353, 0.1367, 0.1291, 0.1051, 0.1033, -0.1414, 0.6302, -0.1445, -0.1478, -0.5771, 0.0828, 0.0747, 0.0698, 0.0799, 0.0606, 0.0572, 0.0819, 0.0542, 0.0732, 0.0020, -0.1718, 0.0429, -0.3003, -0.0838, -0.5111, 1.3617, -0.2902, -0.0543, 0.0330, 0.0954, 0.1150, 0.1160, 0.1402, 0.0989, 0.0776, 0.0713, 0.0157, 0.1099, 0.1095, 0.1499

***

Entry 8:
Computed, not measured: a molecular structure, C23H24Cl2N7OS3Ti, with ωB97M-V/def2-TZVPD.

Structure (ORCA input):
```
! RIJCOSX wB97M-V def2-TZVPD def2/J DEFGRID3
* xyz 1 3
Ti 0.3221 0.8306 0.0833
N -4.1005 1.1625 0.9031
C -2.8917 0.9637 0.3773
S -1.6204 2.1345 0.8122
N -2.7613 -0.0194 -0.4486
N -1.5189 -0.2357 -0.8654
C -1.3314 -1.0555 -1.8654
C -2.4871 -1.7389 -2.4871
C -2.8764 -3.0165 -2.0784
C -4.0021 -3.6014 -2.6209
C -4.7481 -2.9473 -3.6021
C -4.3609 -1.6397 -4.0289
C -3.1999 -1.0704 -3.4763
C 0.0575 -1.3755 -2.2388
C 0.3490 -2.3120 -3.2491
C 1.6496 -2.6324 -3.4816
C 2.6306 -2.1004 -2.6411
C 2.2861 -1.1748 -1.7053
N 1.0181 -0.7997 -1.5234
H -4.2643 2.0304 1.4821
H -4.9154 0.6975 0.5641
H -2.3050 -3.5281 -1.2766
H -4.3473 -4.5722 -2.3652
H -5.5978 -3.4792 -3.9515
H -4.9089 -1.0728 -4.7548
H -2.8628 -0.1121 -3.9240
H -0.4110 -2.6919 -3.8380
H 1.8852 -3.2768 -4.3338
H 3.6614 -2.4007 -2.5994
H 2.9875 -0.7298 -1.0230
Cl -2.4280 -0.9401 3.1809
C -3.1998 -2.1135 2.0715
Cl -2.2490 -3.6483 2.1416
H -3.1017 -1.7408 1.0619
H -4.1550 -2.3374 2.4744
N 5.6641 5.2536 2.8791
C 4.7710 4.5183 3.5355
S 4.7959 4.2158 5.1422
C 3.6903 3.8248 2.6773
C 3.9133 3.4154 1.3967
C 2.9561 2.6771 0.7412
N 1.7812 2.4007 1.3280
C 1.4804 2.8884 2.5223
C 2.4423 3.5281 3.2907
H 6.3762 5.6686 3.4697
H 5.5635 5.6083 1.9278
H 4.8072 3.6427 0.8888
H 3.1838 2.2684 -0.2246
H 0.4773 2.7020 2.8617
H 2.3575 3.7351 4.3562
O 0.3296 2.1627 -1.7641
H -0.4323 2.7884 -1.7375
H 0.3202 1.8911 -2.6697
S 1.9727 -1.7546 3.6452
C 0.9873 -2.6795 2.5839
C 0.5868 -1.8832 1.5393
N 1.0334 -0.5972 1.6293
C 1.8111 -0.4168 2.6720
H 0.7628 -3.6925 2.8310
H -0.1554 -2.0938 0.8067
H 2.3212 0.4723 2.8975
*
```

Summary:
Calculated total energy: -117381.3925 eV
Orbital gap (alpha / beta): 6.4 / 7.6 eV
E_HOMO (alpha / beta): -9.2740 / -10.6186 eV

The molecule's Löwdin atomic charges, reported in e, are given here: 0.6234, 0.0883, -0.8510, 0.5873, -0.0104, -0.0296, -0.1837, -0.2241, -0.0334, -0.0774, -0.0530, -0.0423, -0.0349, -0.1970, 0.0186, -0.0262, -0.0403, -0.1209, 0.0302, 0.1281, 0.1043, 0.1219, 0.0980, 0.0925, 0.0955, 0.1267, 0.1021, 0.1281, 0.1115, 0.1120, 0.5316, -0.9038, 0.5145, -0.0159, 0.0147, 0.0918, -0.8307, 0.7217, -0.2015, -0.0210, -0.1005, -0.0228, -0.1371, -0.0074, 0.1069, 0.1243, 0.1048, 0.1098, 0.0953, 0.0823, -0.1079, 0.0755, 0.0584, 1.1036, -0.3612, -0.2659, -0.1204, -0.4734, 0.0589, 0.0767, 0.0546